#P
A structure of composition C4H8N3, computed with the ωB97M-V functional and the def2-TZVPD basis.

```
15
Properties=species:S:1:pos:R:3
C 2.881 0.033 0.006
C 1.089 0.669 -0.287
C -1.213 0.211 0.252
C 0.524 -1.496 0.683
N 3.975 -0.312 0.195
N 0.215 -0.136 0.155
N 1.312 1.667 -1.048
H -1.969 -0.581 0.182
H -1.254 0.540 1.288
H -1.453 0.976 -0.479
H 0.521 -2.213 -0.236
H 1.537 -1.538 1.018
H -0.066 -1.786 1.527
H 2.276 1.694 -1.423
H 0.658 2.270 -1.506
```

The HOMO energy comes out at -15.82 eV. The calculation puts the frontier orbital gap at 11.0151 eV. Its multiplicity is 1. As for the charge: +1.

=====

#Q
The ion C4H8N3 with charge +1, computed with the ωB97M-V functional and the def2-TZVPD basis.

```
15
Properties=species:S:1:pos:R:3
H 1.641 -0.552 2.951
N 1.169 -0.312 2.095
C 1.722 0.311 1.109
C 0.819 0.305 0.030
N 0.859 0.036 -1.167
C -0.379 -0.129 -1.801
C -1.326 -0.256 -0.651
N -0.670 0.311 0.528
H 2.670 0.635 0.961
H -0.488 -1.046 -2.445
H -0.598 0.684 -2.446
H -2.359 0.159 -0.794
H -1.504 -1.250 -0.416
H -1.040 1.276 0.636
H -0.516 -0.171 1.410
```

The HOMO energy comes out at -15.42 eV. The SMILES is [H]/N=C/C1=NCC[NH2+]1. The calculation puts the frontier orbital gap at 10.6599 eV. Its multiplicity is 1. As for the charge: +1.

=====

#R
The ion C4H8N3 with charge +1, computed with the ωB97M-V functional and the def2-TZVPD basis.

```
15
Properties=species:S:1:pos:R:3
C -3.392 -0.635 0.567
N -3.195 0.483 0.068
C -1.892 1.017 -0.328
C -0.460 0.342 -0.199
N 0.611 0.209 0.295
N 1.866 -0.041 0.609
C 2.843 0.555 -0.129
H -2.561 -1.361 0.915
H -4.444 -0.964 0.763
H -1.869 1.918 0.270
H -1.877 1.335 -1.386
H 2.027 -0.782 1.162
H 2.782 1.643 -0.282
H 3.727 0.316 0.431
H 2.792 0.226 -1.156
```

The HOMO energy comes out at -14.31 eV. The SMILES is C=NCC#[N+]NC. The calculation puts the frontier orbital gap at 10.1092 eV. Its multiplicity is 1. As for the charge: +1.

=====

Stability summary: most stable #Q, least stable #R.

=====

#P
A cluster of 2 separate species, C4H8N3 in total, computed with the ωB97M-V functional and the def2-TZVPD basis.

```
15
Properties=species:S:1:pos:R:3
C 2.040 -0.447 1.323
C 0.945 0.285 -0.405
C -2.733 -0.778 1.572
C 0.591 0.813 -1.731
N 0.767 -0.564 1.552
N 0.099 -0.129 0.521
N 2.199 0.088 0.080
H 2.836 -0.727 1.982
H -2.250 -0.388 2.451
H -2.720 -1.834 1.376
H -3.264 -0.111 0.917
H 1.364 1.482 -2.099
H -0.356 1.347 -1.683
H 0.473 -0.008 -2.440
H 3.074 0.311 -0.377
```

The HOMO energy (alpha / beta) comes out at -13.50 / -13.46 eV. The calculation puts the frontier orbital gap (alpha / beta) at 5.9631 / 5.2832 eV. Its multiplicity is 1. As for the charge: +1.

=====

#Q
The ion C4H8N3 with charge +1, computed with the ωB97M-V functional and the def2-TZVPD basis.

```
15
Properties=species:S:1:pos:R:3
C -1.876 1.693 1.011
N -1.008 0.752 1.644
N -0.129 0.273 0.916
C 0.544 -0.415 0.077
C 0.264 -1.785 -0.562
N 1.496 -1.580 -1.296
C 1.816 -0.299 -0.554
H -2.854 1.472 1.133
H -1.670 1.765 -0.069
H -1.692 2.733 1.537
H 0.466 -2.628 0.216
H -0.710 -2.097 -0.970
H 1.399 -1.418 -2.283
H 2.228 0.697 -1.058
H 2.604 -0.409 0.211
```

The HOMO energy comes out at -13.84 eV. The SMILES is CN=[N+]=C1CNC1. The calculation puts the frontier orbital gap at 8.0141 eV. Its multiplicity is 1. As for the charge: +1.

=====

Stability summary: most stable #P, least stable #Q.

=====

#P
The ion C4H8N3 with charge +1, computed with the ωB97M-V functional and the def2-TZVPD basis.

```
15
Properties=species:S:1:pos:R:3
C 0.823 -0.971 -1.000
N 0.383 0.006 -0.028
C 1.325 1.137 -0.035
C -0.934 0.016 0.492
N -1.874 -0.892 0.287
C -1.234 1.178 1.176
N -1.547 2.058 1.822
H -0.061 -1.341 -1.710
H 1.708 -0.844 -1.563
H 1.023 -1.944 -0.312
H 0.690 2.040 -0.077
H 1.990 1.198 0.969
H 2.011 1.108 -0.926
H -2.695 -0.901 0.865
H -1.608 -1.848 0.039
```

The HOMO energy comes out at -15.02 eV. The SMILES is CN(C)C(=[NH2+])C#N. The calculation puts the frontier orbital gap at 9.4729 eV. Its multiplicity is 1. As for the charge: +1.

=====

#Q
The ion C4H8N3 with charge +1, computed with the ωB97M-V functional and the def2-TZVPD basis.

```
15
Properties=species:S:1:pos:R:3
C -2.272 1.409 0.097
C -1.499 0.265 0.166
C 1.893 0.222 0.524
C 0.330 -2.183 -0.071
N -0.197 0.282 -0.044
N 0.735 -0.567 -0.010
N 2.418 1.153 -0.165
H -3.236 1.464 0.429
H -1.963 2.452 0.072
H -1.931 -0.663 0.400
H -0.443 -1.987 -0.809
H -0.181 -2.493 0.815
H 1.107 -2.704 -0.479
H 2.078 1.506 -1.026
H 3.161 1.845 0.100
```

The HOMO energy (alpha / beta) comes out at -13.28 / -13.27 eV. The calculation puts the frontier orbital gap (alpha / beta) at 7.4375 / 7.4210 eV. Its multiplicity is 1. As for the charge: +1.

=====

Stability summary: most stable #P, least stable #Q.

=====

#P
A structure of composition C28H34BN4O5Pt, computed with the ωB97M-V functional and the def2-TZVPD basis.

```
73
Properties=species:S:1:pos:R:3
Pt -0.199 0.476 -0.083
O 0.225 -2.183 2.977
C 0.594 -1.318 2.220
N 0.173 -1.243 0.889
C -0.470 -2.315 0.332
C -0.259 -3.666 0.694
C -0.905 -4.653 0.004
C -1.798 -4.356 -1.052
C -2.040 -3.064 -1.431
C -1.403 -2.027 -0.731
N -1.587 -0.697 -0.946
C -2.592 -0.051 -1.615
O -3.611 -0.526 -2.051
C -2.310 1.436 -1.714
C -3.188 2.258 -2.382
C -2.931 3.621 -2.429
C -1.805 4.111 -1.793
C -0.961 3.229 -1.139
N -1.204 1.919 -1.111
C 1.496 -0.225 2.702
C 1.974 -0.309 4.001
C 2.835 0.679 4.450
C 3.176 1.702 3.581
C 2.623 1.710 2.308
N 1.797 0.768 1.874
H 0.433 -3.909 1.483
H -0.718 -5.687 0.260
H -2.294 -5.167 -1.567
H -2.729 -2.822 -2.225
H -4.060 1.810 -2.839
H -3.605 4.288 -2.949
H -1.567 5.165 -1.797
H -0.067 3.558 -0.628
H 1.668 -1.136 4.625
H 3.234 0.648 5.455
H 3.855 2.489 3.878
H 2.846 2.498 1.609
C -0.578 2.874 3.826
C -1.343 2.863 2.516
O -1.711 1.548 2.119
C -2.913 1.077 2.725
C -3.074 -0.390 2.400
H -0.308 3.896 4.099
H 0.338 2.288 3.732
H -1.171 2.458 4.641
H -0.708 3.253 1.718
H -2.235 3.498 2.571
H -3.759 1.658 2.339
H -2.873 1.228 3.808
H -3.172 -0.541 1.324
H -3.972 -0.783 2.876
H -2.218 -0.964 2.760
C 2.767 1.534 -4.187
C 3.013 1.344 -2.703
C 4.225 0.452 -2.484
O 1.863 0.626 -2.163
B 1.489 1.223 -1.006
O 2.152 2.377 -0.720
C 3.041 2.677 -1.860
C 4.404 3.049 -1.305
C 2.445 3.876 -2.578
H 2.705 0.555 -4.662
H 3.591 2.081 -4.648
H 1.839 2.064 -4.385
H 4.064 -0.490 -3.007
H 4.370 0.226 -1.427
H 5.132 0.913 -2.874
H 4.852 2.241 -0.738
H 4.302 3.920 -0.656
H 5.085 3.315 -2.114
H 1.447 3.655 -2.962
H 3.072 4.183 -3.414
H 2.378 4.711 -1.879
```

The HOMO energy (alpha / beta) comes out at -10.62 / -10.38 eV. The calculation puts the frontier orbital gap (alpha / beta) at 6.3163 / 5.2905 eV. Its multiplicity is 1. As for the charge: +1.

=====

#Q
A structure of composition C28H34BN4O5Pt, computed with the ωB97M-V functional and the def2-TZVPD basis.

```
73
Properties=species:S:1:pos:R:3
Pt -1.245 -0.618 -0.680
O -3.967 0.231 2.141
C -3.112 -0.278 1.454
N -3.007 -0.269 0.094
C -3.879 0.407 -0.809
C -5.211 0.691 -0.546
C -5.968 1.314 -1.528
C -5.404 1.657 -2.748
C -4.071 1.380 -3.017
C -3.312 0.747 -2.045
N -1.958 0.361 -2.209
C -1.047 0.884 -3.076
O -1.188 1.787 -3.864
C 0.242 0.079 -2.999
C 1.254 0.271 -3.906
C 2.317 -0.627 -3.919
C 2.296 -1.701 -3.047
C 1.258 -1.813 -2.135
N 0.268 -0.924 -2.089
C -1.982 -1.082 2.055
C -1.970 -1.356 3.402
C -0.911 -2.085 3.927
C 0.097 -2.496 3.075
C 0.024 -2.177 1.729
N -1.008 -1.503 1.221
H -5.642 0.432 0.408
H -7.009 1.534 -1.333
H -6.005 2.146 -3.503
H -3.622 1.653 -3.960
H 1.166 1.099 -4.596
H 3.128 -0.506 -4.624
H 3.068 -2.456 -3.056
H 1.213 -2.626 -1.431
H -2.787 -0.982 4.002
H -0.874 -2.320 4.982
H 0.948 -3.059 3.434
H 0.803 -2.458 1.033
C 4.866 -1.995 0.072
C 3.470 -1.915 0.656
O 2.589 -2.950 0.226
C 3.038 -4.276 0.507
C 1.949 -5.252 0.096
H 5.409 -1.081 0.313
H 4.828 -2.087 -1.015
H 5.438 -2.830 0.475
H 2.983 -0.988 0.344
H 3.510 -1.910 1.753
H 3.270 -4.361 1.576
H 3.960 -4.477 -0.043
H 0.966 -4.788 0.188
H 1.957 -6.134 0.735
H 2.072 -5.587 -0.933
C -0.761 4.497 0.489
C 0.088 3.256 0.317
C 1.326 3.552 -0.510
O -0.696 2.283 -0.464
B -0.463 1.090 0.101
O 0.260 1.061 1.238
C 0.383 2.477 1.649
C -0.671 2.685 2.723
C 1.775 2.677 2.205
H -0.896 4.981 -0.478
H -0.268 5.204 1.158
H -1.743 4.258 0.892
H 1.013 3.920 -1.487
H 1.932 2.656 -0.659
H 1.943 4.315 -0.035
H -1.678 2.515 2.339
H -0.622 3.695 3.129
H -0.490 1.981 3.535
H 2.543 2.390 1.490
H 1.895 2.076 3.106
H 1.925 3.723 2.476
```

The HOMO energy comes out at -10.48 eV. The calculation puts the frontier orbital gap at 6.7903 eV. Its multiplicity is 1. As for the charge: +1.

=====

Stability summary: most stable #Q, least stable #P.